Record 1
13
Properties=species:S:1:pos:R:3 method="wB97M-V/def2-TZVPD" multiplicity=1 smiles="[H]/N=C/OCC(N)=O" e_above_lowest_ev=1.2749 lumo_ev=0.86 total_charge=0 orbital_gap_ha=0.38955
H 1.90013 0.59155 -1.87828
N 1.28731 0.20913 -1.16555
C 1.65037 0.58041 -0.00772
O 1.02893 0.20705 1.11224
C -0.04641 -0.72434 0.95346
C -1.34527 -0.02245 0.53346
N -1.64718 -0.12337 -0.79040
O -2.05598 0.52944 1.35287
H 2.49293 1.22970 0.24377
H 0.24857 -1.49803 0.23912
H -0.20700 -1.15064 1.94265
H -2.43269 0.42861 -1.10590
H -0.87370 -0.25706 -1.42971


Record 2
13
Properties=species:S:1:pos:R:3 method="wB97M-V/def2-TZVPD" multiplicity=1 smiles="OC1(O)C=CNN1" e_above_lowest_ev=3.7723 lumo_ev=0.83 total_charge=0 orbital_gap_ha=0.33006
O -1.44291 0.12333 -1.19323
C -0.76670 0.07950 0.09592
O -1.59915 0.00862 1.18862
C 0.26342 1.22457 0.15552
C 1.50221 0.72577 -0.01501
N 1.47879 -0.62729 0.01686
N 0.06787 -1.21183 -0.09317
H -1.58253 -0.71855 -1.43854
H -2.46745 -0.30493 0.82596
H 0.06474 2.34932 0.22335
H 2.39110 1.35500 0.11306
H 2.02144 -1.20782 -0.60387
H 0.06917 -1.79569 0.72453


Record 3
13
Properties=species:S:1:pos:R:3 method="wB97M-V/def2-TZVPD" multiplicity=1 smiles="[H]/N=C/OCC(N)=O" e_above_lowest_ev=1.8285 lumo_ev=0.88 total_charge=0 orbital_gap_ha=0.40101
H 2.05470 1.66610 -1.26308
N 1.60059 0.77424 -1.06742
C 1.70848 0.54036 0.16507
O 1.26092 -0.59633 0.75616
C -0.10917 -0.94978 0.77492
C -1.00855 0.13386 0.18236
N -1.93317 -0.28949 -0.72148
O -0.91089 1.28941 0.54603
H 2.20648 1.17459 0.90156
H -0.24803 -1.92728 0.29927
H -0.37178 -1.05161 1.83364
H -2.38314 0.43560 -1.26074
H -1.86642 -1.19967 -1.14630


Record 4
13
Properties=species:S:1:pos:R:3 method="wB97M-V/def2-TZVPD" multiplicity=1 e_above_lowest_ev=3.2450 lumo_ev=0.95 total_charge=0 orbital_gap_ha=0.31967
H 1.63794 0.65279 -2.29322
N 1.08711 0.32471 -1.50737
C 1.80115 0.32400 -0.45696
O 1.37808 -0.06600 0.73182
C 0.15734 -0.74504 0.86078
C -1.07858 -0.18797 0.60383
N -1.43618 0.77496 -0.25480
O -2.03050 -0.74889 1.37535
H 2.84047 0.64876 -0.37464
H 0.22329 -1.81017 0.65772
H -2.38720 1.10338 -0.30184
H -0.81283 0.85781 -1.05620
H -1.38010 -1.12832 2.01553


Record 5
13
Properties=species:S:1:pos:R:3 method="wB97M-V/def2-TZVPD" multiplicity=1 smiles="C=C(N)O[C@@H]1NO1" e_above_lowest_ev=4.4933 lumo_ev=0.91 total_charge=0 orbital_gap_ha=0.34400
C 0.24831 1.84876 -0.72257
C 0.66397 0.63306 -0.37675
N 1.34624 -0.29677 -1.15165
O 0.53285 0.23099 0.95026
C -0.55334 -0.52722 1.27656
N -0.81252 -1.74596 0.57952
O -1.66424 -0.53852 0.46970
H 0.34889 2.21363 -1.73825
H -0.18980 2.49624 0.02596
H 1.04426 -1.24841 -0.97481
H 1.31830 -0.07652 -2.13896
H -0.71990 -0.46639 2.35135
H -1.34281 -2.36859 1.19688


Record 6
13
Properties=species:S:1:pos:R:3 method="wB97M-V/def2-TZVPD" multiplicity=3 e_above_lowest_ev=2.3647 lumo_ev="0.60 / -2.42" total_charge=0 orbital_gap_ha="0.28349 / 0.20887"
C -2.96528 0.25143 -0.65124
C 3.39877 -0.27041 -0.36389
C -1.84423 0.01688 0.12631
N 2.32830 0.22875 0.12430
N 1.33342 0.46117 0.61927
O -1.68196 0.48523 1.35333
O -0.83823 -0.91729 -0.28643
H -3.29537 -0.38310 -1.45641
H -3.56459 1.03956 -0.21934
H 3.88365 -0.00276 -1.31968
H 4.16118 -0.80130 0.15507
H -0.80521 0.62701 1.53045
H -0.11046 -0.73518 0.38826


Record 7
14
Properties=species:S:1:pos:R:3 method="wB97M-V/def2-TZVPD" multiplicity=1 smiles="CO/N=C(/N)C(=O)S" e_above_lowest_ev=4.2046 lumo_ev=-0.21 total_charge=0 orbital_gap_ha=0.31333
C -2.49860 0.13155 0.14604
O -1.14323 0.31432 -0.08251
N -0.46596 -0.91390 -0.00831
C 0.84975 -0.69034 -0.06872
N 1.71805 -1.68175 0.02792
C 1.55534 0.66365 0.05118
O 2.81315 0.64041 0.15943
S 0.51973 2.12474 -0.06779
H -3.05021 0.99985 -0.34508
H -2.95113 0.08630 1.26523
H -3.03406 -0.68469 -0.51201
H 1.41687 -2.57743 -0.51956
H 2.66921 -1.32710 -0.03333
H 1.60109 2.91438 -0.01248


Record 8
14
Properties=species:S:1:pos:R:3 method="wB97M-V/def2-TZVPD" multiplicity=1 smiles="[H]/N=C1/NSCOCO1" e_above_lowest_ev=5.2318 lumo_ev=0.64 total_charge=0 orbital_gap_ha=0.35739
H -1.40047 2.81550 -0.38862
N -1.40134 2.20784 0.60993
C -0.66204 1.20022 0.42092
N -0.12685 0.44845 1.48153
S 1.50660 -0.05508 1.22553
C 1.12410 -1.48232 0.44326
O 0.84524 -1.29206 -1.10505
C -0.29602 -0.49069 -1.44302
O -0.12660 0.94335 -0.82387
H -0.47664 1.17584 2.32685
H 1.99093 -2.03142 0.26644
H 0.35784 -2.07771 0.90855
H -1.41708 -1.03386 -1.26740
H 0.08234 -0.32807 -2.65503


Record 9
14
Properties=species:S:1:pos:R:3 method="wB97M-V/def2-TZVPD" multiplicity=3 e_above_lowest_ev=4.2427 lumo_ev="0.37 / -3.21" total_charge=0 orbital_gap_ha="0.25361 / 0.24068"
C 1.09906 -1.14772 -0.19872
C -1.37813 -0.01933 -0.19413
C 0.63306 0.90826 0.51535
N -0.58407 1.11591 -0.12154
N 0.54459 0.73995 1.99792
O -0.49851 0.43731 2.51630
O 1.61950 0.55698 2.60670
S -0.35277 -1.33730 -1.17209
H 1.90352 -1.28933 -0.84551
H 0.91208 -1.68111 0.66888
H -1.94750 -0.41984 0.65624
H -2.22743 0.17106 -0.99365
H 1.39698 1.55875 0.25661
H -0.41796 1.51130 -1.01404


Record 10
15
Properties=species:S:1:pos:R:3 method="wB97M-V/def2-TZVPD" multiplicity=1 e_above_lowest_ev=2.4730 lumo_ev=-0.24 total_charge=0 orbital_gap_ha=0.30388
C 1.09623 -1.59179 1.08241
C 2.19926 -1.36941 0.37197
C 0.12124 -0.42356 1.08317
N 2.21230 -0.17500 -0.29142
N -1.44912 2.12218 -0.89615
O -2.85096 -0.17719 -0.93355
O -0.42565 0.00248 -1.52161
S 0.83822 0.62674 -0.25054
S -1.91029 0.60968 -1.68155
H 0.93266 -2.47923 1.69456
H 3.00839 -2.05208 0.42064
H -0.96161 -0.48631 0.82158
H 0.31742 0.15363 1.88986
H -1.07152 2.69040 -1.56358
H -2.05657 2.54946 -0.22581


Record 11
14
Properties=species:S:1:pos:R:3 method="wB97M-V/def2-TZVPD" multiplicity=1 e_above_lowest_ev=9.0272 lumo_ev="-0.54 / -0.53" total_charge=0 orbital_gap_ha="0.29433 / 0.29454"
C 1.95616 -0.38241 0.77685
C -0.77483 1.02093 -1.47615
C -1.66486 0.22970 0.60294
N 2.01834 0.36936 -0.21331
N -1.97787 -0.97477 0.13180
O -2.83026 -1.58565 0.76320
O -1.62855 -1.23638 -0.99772
O -1.28566 1.14853 -0.32152
H 2.54823 -1.20735 1.13642
H 1.09908 -0.00949 1.52012
H -0.25807 0.01813 -1.83210
H -0.65479 2.01340 -1.95007
H -2.23667 0.63888 1.36883
H 2.79996 0.13681 -0.87526


Record 12
14
Properties=species:S:1:pos:R:3 method="wB97M-V/def2-TZVPD" multiplicity=1 smiles="CO/C(=N/C=O)NO" e_above_lowest_ev=6.4243 lumo_ev=0.47 total_charge=0 orbital_gap_ha=0.38082
C 2.69996 0.07533 0.25369
O 1.54733 -0.70582 -0.09878
C 0.28558 -0.21123 -0.25119
N 0.45259 1.09931 -0.48195
C -0.79862 1.57568 0.00944
O -1.82582 0.96691 0.40515
N -0.59396 -1.18785 0.09362
O -1.98879 -1.36435 -0.17880
H 2.80196 0.42653 1.40060
H 3.65540 -0.73234 0.22283
H 2.67566 0.86113 -0.62679
H -0.99174 2.61701 -0.16996
H -0.21266 -1.95948 0.51726
H -1.92225 -0.40565 0.28220